Record 1
Below is a cluster of 2 separate species, C9H13FN2O2 in total at a distorted geometry, with properties calculated with the ωB97M-V functional and the def2-TZVPD basis.

XYZ file:
```
27
Properties=species:S:1:pos:R:3:forces:R:3
C 0.5651 -3.3222 -0.5176 0.04 2.60 1.77
O -0.6631 -2.5951 -0.3854 -0.62 0.56 -0.73
C -0.7151 -1.3978 -1.0273 0.34 1.81 -0.02
C -1.6048 -0.3664 -0.7868 2.60 -2.47 0.46
C -1.2163 0.9234 -1.2734 1.29 -0.27 -1.42
C -1.8023 1.9687 -0.7244 -0.17 1.74 -0.40
C -2.8462 1.8172 0.2205 -0.37 0.00 -0.07
N -3.3532 0.7082 0.6582 2.34 -0.14 0.66
O -4.2548 0.5903 1.5094 -1.01 -0.15 0.43
C -2.6648 -0.5469 0.2488 -3.22 0.02 -4.26
H 0.9857 -3.3521 0.4958 0.28 0.10 -0.32
H 1.2097 -2.7971 -1.2048 0.41 -0.07 -0.20
H 0.3868 -4.2876 -0.8005 -0.66 -2.43 -1.04
H 0.1611 -1.1255 -1.6866 -0.99 -0.70 0.57
H -0.3833 0.9876 -2.0213 -0.96 0.01 0.75
H -1.6742 3.0509 -0.9342 0.62 -1.07 -0.29
H -3.2477 2.7474 0.4779 -1.26 0.76 1.04
H -3.5393 -1.0051 -0.3887 1.29 0.10 1.53
H -2.3847 -1.2336 0.9907 0.11 -0.39 1.54
H 0.1157 0.9157 2.5249 0.76 -0.14 -0.13
N 0.7299 0.3569 1.9132 -1.41 0.30 0.66
C 1.6630 0.9395 1.3469 0.32 -1.03 0.06
C 2.4068 0.2579 0.2475 1.03 -1.16 0.38
F 2.0740 2.2097 1.5964 -0.23 -0.25 -0.22
H 1.8322 0.4531 -0.6048 -0.80 0.63 -1.63
H 2.4455 -0.8895 0.2200 0.00 1.80 0.92
H 3.3808 0.7086 0.1043 0.27 -0.17 -0.05
```
Forces are in eV/Å.

As for the molecular weight: 200.21 g/mol. Its energy is -710.4264 Eh. The largest force on an atom is 0.1039 Eh/bohr. The spin multiplicity is 1. The value obtained for the relative energy (zero: lowest compared OMol25 entry of this formula, charge and spin) is 64.8 kcal/mol. The HOMO-LUMO gap (spin up / spin down) is 7.5 / 7.5 eV.

Record 2
Below is a cluster of 2 separate species, C9H13IO5 in total at a distorted geometry, with properties calculated with the ωB97M-V functional and the def2-TZVPD basis.

XYZ file:
```
28
Properties=species:S:1:pos:R:3:forces:R:3
C -2.2721 2.5500 2.4495 -1.35 0.09 0.27
C -1.6887 1.4547 2.0478 1.67 -0.36 -1.86
C 2.7299 -0.2356 -0.8854 1.38 3.15 -0.99
C 2.2605 -1.5249 -0.4556 -2.54 -1.34 1.00
C 1.2473 -1.2639 0.7113 -3.01 -0.64 -2.70
C -0.0797 -0.8858 -0.1910 -0.59 0.51 1.96
C 0.0849 -1.7003 -1.4199 -0.65 -1.07 -2.00
C -0.8411 2.5889 -0.7530 -0.48 0.89 3.73
C -1.1785 1.2002 -0.3740 -0.44 -0.09 1.81
O 2.6660 0.1448 -2.0359 0.42 -0.14 1.25
O 1.4404 -1.9795 -1.5281 0.49 -1.30 -0.62
O 0.9323 -2.4660 1.3052 0.80 0.67 2.77
O -0.6080 -2.9956 -1.2595 -0.68 2.65 0.28
O -0.0397 0.5051 -0.4902 -0.22 -0.61 0.12
I -3.0008 0.2999 -1.1841 0.54 0.45 0.03
H -2.0198 2.9891 3.4043 0.06 -0.03 0.37
H -3.1947 2.9468 2.0256 0.45 0.25 -0.52
H -0.8851 0.9940 2.6304 0.00 -0.08 -0.43
H 2.9482 0.4829 -0.0372 0.34 -0.39 -0.71
H 2.8503 -2.4047 -0.1705 0.75 0.86 -0.03
H 1.3433 -0.5164 1.4635 0.81 0.59 0.35
H -1.0946 -1.0978 0.2745 1.60 -0.04 -0.01
H -0.2654 -1.1935 -2.4105 0.43 -0.87 1.86
H -0.0672 2.9746 -0.0055 -1.12 -0.49 -0.81
H -1.7041 3.2284 -0.7312 -0.28 0.33 -0.01
H -0.3745 2.6051 -1.6533 1.21 0.00 -3.01
H 0.7473 -3.0629 0.6285 -0.77 -1.83 -1.60
H 0.0636 -3.6376 -1.3557 1.18 -1.18 -0.52
```
Forces are in eV/Å.

As for the molecular weight: 328.10 g/mol. Its energy is -1024.3885 Eh. The largest force on an atom is 0.0795 Eh/bohr. The spin multiplicity is 1. The value obtained for the relative energy (zero: lowest compared OMol25 entry of this formula, charge and spin) is 150.7 kcal/mol. The HOMO-LUMO gap (spin up / spin down) is 8.2 / 7.7 eV.

Record 3
Below is an isolated molecule of C9H13N at a distorted geometry, with properties calculated with the ωB97M-V functional and the def2-TZVPD basis.

XYZ file:
```
23
Properties=species:S:1:pos:R:3:forces:R:3
C 3.4941 0.8085 -0.5716 -2.77 -1.17 2.39
C 2.6081 0.4680 0.1505 -0.15 0.65 0.14
C 1.6038 -0.0548 1.0385 -1.79 -1.84 0.08
C 0.3841 -0.6926 0.2948 0.40 0.60 -0.27
C 0.3972 -1.9708 -0.0292 0.02 0.19 -0.24
N 0.4945 -3.0971 -0.5144 0.20 0.64 0.04
C -0.7428 0.2336 -0.0428 -2.83 0.10 -2.13
C -1.9185 -0.5087 -0.8855 -0.25 0.85 3.46
C -0.3213 1.4901 -0.8220 1.54 -1.79 0.34
C -1.4676 0.7452 1.2043 1.35 0.13 -0.18
H 4.1637 1.1558 -1.1918 3.13 1.47 -2.79
H 2.0229 -1.0225 1.3270 0.49 0.57 1.41
H 1.1682 0.6000 1.8658 1.27 -0.87 -0.99
H 0.1775 -3.8920 0.0254 -0.19 0.00 0.27
H -1.8243 -0.6833 -1.8886 1.40 -0.72 -2.63
H -2.8180 0.1622 -0.9257 0.59 -0.64 0.74
H -2.1237 -1.4761 -0.3637 -0.30 0.79 -0.46
H -1.0723 1.8492 -1.4477 -1.70 0.97 -0.46
H 0.0959 2.2035 -0.1451 0.09 0.82 0.24
H 0.4433 1.2336 -1.5220 0.86 -0.22 -0.48
H -2.4686 1.0823 0.9264 0.35 0.43 0.43
H -0.7877 1.4798 1.6994 -1.07 -0.18 -0.16
H -1.5086 -0.1138 1.8180 -0.64 -0.78 1.23
```
Forces are in eV/Å.

As for the molecular weight: 135.21 g/mol. Its energy is -405.3295 Eh. The largest force on an atom is 0.0864 Eh/bohr. The spin multiplicity is 1. The value obtained for the relative energy (zero: lowest compared OMol25 entry of this formula, charge and spin) is 62.2 kcal/mol. The HOMO-LUMO gap is 9.4 eV.

Record 4
Below is the ion C9H13N2 with charge +1 at a distorted geometry, with properties calculated with the ωB97M-V functional and the def2-TZVPD basis.

XYZ file:
```
24
Properties=species:S:1:pos:R:3:forces:R:3
C -1.6473 1.9234 0.9787 2.34 2.43 0.83
C -0.6879 1.5274 -0.0794 1.93 -2.43 -0.30
N 0.6069 1.4919 0.0174 -0.14 -0.02 0.97
C 1.5251 0.5551 -0.1757 -0.10 2.17 -1.14
C 2.8762 0.9760 -0.6198 1.37 -0.39 -1.81
N 1.3040 -0.7487 -0.1070 -0.69 0.09 -0.50
C 0.0728 -1.4034 -0.1931 -0.72 -0.06 1.72
C 0.2613 -2.7051 0.6053 -3.28 -2.61 -4.49
C -0.9913 -0.7030 -0.6514 0.54 0.04 0.70
C -2.3974 -0.1803 -0.7265 0.33 -1.74 1.03
C -1.1638 0.6615 -1.1919 -2.68 -1.76 3.80
H -2.1963 1.0755 1.3111 -0.73 -0.15 -0.06
H -2.1846 2.7963 0.5942 -0.68 -0.46 0.29
H -1.0822 2.2514 1.8784 -0.25 0.01 -0.65
H 2.9502 0.9802 -1.8041 -0.27 -0.12 2.50
H 3.7354 0.4396 -0.2107 -0.43 -1.18 -0.31
H 3.2137 1.9015 -0.2502 -0.60 1.84 0.12
H 2.0727 -1.3097 0.2073 0.48 -0.22 -0.26
H 0.9960 -3.3565 0.1015 0.37 0.67 0.40
H -0.6220 -3.4588 0.5372 0.98 1.76 0.17
H 0.4381 -2.5477 1.5900 0.84 0.64 2.94
H -3.0100 -0.7352 -1.4352 -0.08 0.60 -0.11
H -2.9033 -0.0209 0.3025 0.80 -0.25 -2.37
H -1.0659 0.7675 -2.1820 0.65 1.13 -3.45
```
Forces are in eV/Å.

As for the molecular weight: 149.22 g/mol. Its energy is -459.8841 Eh. Its total charge is +1. The largest force on an atom is 0.1195 Eh/bohr. The spin multiplicity is 1. The value obtained for the relative energy (zero: lowest compared OMol25 entry of this formula, charge and spin) is 81.6 kcal/mol. The HOMO-LUMO gap is 9.1 eV.

Record 5
Below is a structure of composition C9H13N2O2 at a distorted geometry, with properties calculated with the ωB97M-V functional and the def2-TZVPD basis.

XYZ file:
```
26
Properties=species:S:1:pos:R:3:forces:R:3
C -0.1292 -3.2411 -0.1415 -0.02 -2.03 1.43
C -0.1500 -1.2258 0.2423 -0.99 5.12 0.03
C 0.4949 -1.8001 1.2614 -0.02 1.78 2.08
C 0.9251 1.1309 -0.2190 3.14 -0.42 -0.55
C 1.2036 1.1690 -1.7615 0.27 1.37 0.33
C -0.1493 1.6136 -2.3214 0.24 1.67 -1.57
C -0.5243 0.9338 -0.0305 0.69 -3.34 -0.07
C 0.9835 -1.3180 2.6007 2.63 0.33 -1.32
C -1.2682 1.4357 1.0826 -1.94 0.24 3.30
N 0.4603 -3.1136 1.0243 -0.20 -2.43 -2.40
N -1.1299 0.9495 -1.4124 2.14 -1.95 0.50
O 1.8295 1.1081 0.6031 -2.21 0.51 -0.91
O -0.6391 -2.1177 -0.6315 0.45 1.16 -0.82
H -0.3366 -4.1311 -0.7146 0.08 -0.08 0.19
H 1.9375 2.0138 -1.9806 -0.54 -1.60 0.32
H 1.5449 0.1431 -2.0932 -0.30 1.30 0.15
H -0.3614 2.7437 -2.3700 0.53 -1.47 1.25
H -0.2790 1.4799 -3.4066 -0.33 -1.22 0.49
H 0.2479 -1.3569 3.3266 -1.85 -0.05 1.27
H 1.7697 -2.0122 2.9702 -0.39 0.44 -0.47
H 1.4140 -0.2970 2.5924 -0.31 -0.60 -0.20
H -2.1776 0.8115 1.3354 1.42 -0.12 0.13
H -1.8445 2.3633 1.0813 0.68 0.73 -1.17
H -0.5692 1.5986 1.9592 -0.86 -0.73 -0.84
H -2.0599 1.1850 -1.5047 -2.64 1.64 0.12
H -1.1926 -0.0658 -1.4919 0.32 -0.25 -1.28
```
Forces are in eV/Å.

As for the molecular weight: 181.22 g/mol. Its energy is -610.3263 Eh. Its total charge is +1. The largest force on an atom is 0.1015 Eh/bohr. The spin multiplicity is 1. The value obtained for the relative energy (zero: lowest compared OMol25 entry of this formula, charge and spin) is 98.2 kcal/mol. The HOMO-LUMO gap is 8.1 eV.

Record 6
Below is an isolated molecule of C9H13N3O2 at a distorted geometry, with properties calculated with the ωB97M-V functional and the def2-TZVPD basis.

XYZ file:
```
27
Properties=species:S:1:pos:R:3:forces:R:3
C -2.8781 -2.0756 0.0363 -2.97 1.15 1.06
C -2.0821 -0.8403 -0.0151 -0.74 1.91 -1.03
C -2.5443 0.4513 -0.1422 1.78 -1.14 0.62
C -3.8621 0.9730 -0.0847 0.61 -1.17 -0.56
N -4.9425 1.3109 -0.2237 -1.14 0.53 0.21
C -1.4226 1.4606 -0.3206 -0.47 -1.09 0.49
O -1.5023 2.6584 -0.3502 -0.41 1.28 -0.05
N -0.3152 0.7448 -0.3863 2.43 -4.36 -0.14
N 1.0104 1.1850 -0.3397 -0.54 1.73 0.50
C 1.2730 1.9929 0.9095 -2.47 0.39 -0.68
C 1.4176 1.9427 -1.5219 -1.87 -0.57 -2.82
C -0.5584 -1.0330 -0.1098 -2.84 4.62 2.11
C 0.1862 -1.4163 1.2089 -1.92 0.02 -0.98
O -0.2646 -1.8022 -1.1344 0.23 -0.16 -1.27
H -3.0691 -2.2483 1.1280 -0.26 -0.28 -0.90
H -2.3052 -2.8426 -0.3342 1.32 -2.04 -0.73
H -3.8640 -2.0887 -0.5724 1.54 0.42 1.27
H 0.4171 1.7000 1.5661 1.43 -0.21 0.27
H 2.2737 1.7135 1.1529 0.50 0.24 1.01
H 1.0722 3.1189 0.8582 0.73 -1.37 -0.60
H 2.4769 1.9649 -1.6198 1.00 0.09 0.38
H 1.0896 1.3048 -2.4742 0.42 1.54 1.94
H 1.0262 3.0245 -1.6148 0.27 -1.73 0.32
H 1.1436 -0.9549 0.9682 0.36 0.17 1.21
H 0.2788 -2.5348 1.2594 -0.10 1.01 -0.05
H -0.4770 -1.0627 2.0718 1.69 -0.15 -0.98
H 0.6225 -2.0509 -0.9370 1.41 -0.86 -0.61
```
Forces are in eV/Å.

As for the molecular weight: 195.22 g/mol. Its energy is -665.3660 Eh. The largest force on an atom is 0.1132 Eh/bohr. The spin multiplicity is 1. The value obtained for the relative energy (zero: lowest compared OMol25 entry of this formula, charge and spin) is 65.0 kcal/mol. The HOMO-LUMO gap is 9.1 eV.

Record 7
Below is the ion C9H13N3P with charge +1 at a distorted geometry, with properties calculated with the ωB97M-V functional and the def2-TZVPD basis.

XYZ file:
```
26
Properties=species:S:1:pos:R:3:forces:R:3
C -3.0260 -1.8077 0.0975 -0.86 -1.37 -0.99
N -2.0577 -0.7312 0.0713 -1.44 0.19 0.86
N -0.7677 -1.0985 0.4587 0.29 -1.58 0.34
C 0.0870 -0.0944 0.4944 -2.07 -1.76 -0.14
C 1.5061 -0.0866 0.3811 0.36 0.56 0.14
C 1.9739 1.2534 0.3088 1.67 -0.85 1.32
C 3.3426 1.4557 0.0570 -0.60 1.89 0.80
C 4.1043 0.3346 -0.1819 2.52 2.41 -0.17
C 3.6579 -0.9552 -0.0346 1.14 -2.31 -0.96
C 2.3494 -1.2262 0.2547 -1.51 0.41 -1.30
N -0.6690 1.0539 0.3511 -0.19 2.63 -2.34
P -2.3663 0.9312 0.8242 0.01 -2.61 -1.22
C -3.2359 1.6448 -0.6471 2.39 0.05 0.02
H -3.3297 -2.1684 -0.9272 0.56 0.54 0.86
H -2.7359 -2.6934 0.6525 0.77 -0.23 0.05
H -3.9557 -1.6214 0.6173 -0.24 0.98 0.10
H -0.6532 -2.1341 0.5624 0.51 1.45 -0.07
H 1.3244 1.9936 0.7466 0.04 0.40 -0.62
H 3.9053 2.4994 0.1659 -1.71 -2.36 -0.55
H 5.1319 0.7323 -0.4351 -0.75 -1.85 0.21
H 4.2930 -1.8480 -0.2967 -0.42 1.30 0.45
H 1.9578 -2.2519 0.0230 0.31 1.06 0.90
H -0.7505 1.1559 -0.7135 0.58 0.44 1.47
H -3.0094 2.6650 -0.4171 -0.12 1.24 -0.26
H -4.2752 1.5788 -0.7811 -1.49 -0.44 0.63
H -2.8016 1.4186 -1.6322 0.26 -0.17 0.44
```
Forces are in eV/Å.

As for the molecular weight: 194.20 g/mol. Its energy is -856.0317 Eh. Its total charge is +1. The largest force on an atom is 0.0685 Eh/bohr. The spin multiplicity is 1. The value obtained for the relative energy (zero: lowest compared OMol25 entry of this formula, charge and spin) is 39.7 kcal/mol. The HOMO-LUMO gap is 7.8 eV.

Record 8
Below is an isolated molecule of C9H13N3S at a distorted geometry, with properties calculated with the ωB97M-V functional and the def2-TZVPD basis.

XYZ file:
```
26
Properties=species:S:1:pos:R:3:forces:R:3
C 3.2325 -0.3127 1.1809 3.38 -0.15 4.04
C 1.8851 -0.7763 0.8592 -1.05 8.16 -1.02
C 1.5100 -1.9880 0.9358 -2.40 -7.03 -0.45
C 0.1325 -2.3692 0.5941 -1.04 -1.92 -1.06
C -0.8385 -1.4264 0.1713 3.48 -0.57 0.75
C -0.3437 -0.1078 0.0242 -1.37 0.36 -0.48
N -1.1125 0.8747 -0.7069 2.06 1.50 1.07
N -1.9492 0.4841 -1.7220 3.51 -2.10 -1.39
C -3.2494 0.4314 -1.5211 -2.32 2.05 1.44
N -3.4758 1.3551 -0.5341 -4.68 -1.54 -0.10
S -4.3244 -0.3895 -2.4784 0.19 -0.12 0.52
C 0.8758 0.2767 0.5018 1.80 -0.03 -1.20
C 1.2612 1.7296 0.0903 4.22 -1.55 0.25
H 4.0073 0.1790 0.5079 -1.40 -1.14 0.19
H 3.1973 0.4169 2.0370 -0.47 0.02 -0.93
H 3.7330 -1.1304 1.9037 -0.53 1.20 -2.31
H 2.3360 -2.7382 1.1267 -1.51 0.50 -0.13
H -0.1995 -3.5363 0.4179 1.12 3.10 1.03
H -1.8151 -1.6782 -0.1343 -0.89 -0.49 -0.31
H -0.5430 1.7219 -0.9434 -1.01 -1.61 -0.09
H -1.5749 -0.3321 -2.1704 -0.04 -0.19 -0.92
H -4.3257 1.2866 0.0558 1.02 0.29 -1.04
H -2.6810 1.8154 -0.2259 1.19 0.77 1.22
H 0.4755 2.4236 0.2379 -0.80 0.65 -0.31
H 1.7275 1.6452 -1.0761 -1.28 0.80 3.27
H 2.0591 2.1450 0.8680 -1.19 -0.96 -2.04
```
Forces are in eV/Å.

As for the molecular weight: 195.29 g/mol. Its energy is -913.0794 Eh. The largest force on an atom is 0.1612 Eh/bohr. The spin multiplicity is 1. The value obtained for the relative energy (zero: lowest compared OMol25 entry of this formula, charge and spin) is 80.1 kcal/mol. The HOMO-LUMO gap is 8.7 eV.

Record 9
Below is an isolated molecule of C9H13N5 at a distorted geometry, with properties calculated with the ωB97M-V functional and the def2-TZVPD basis.

XYZ file:
```
27
Properties=species:S:1:pos:R:3:forces:R:3
C 4.7135 -0.1705 0.0320 -2.00 0.67 -0.26
C 3.4368 -0.4926 0.7762 0.47 0.17 0.57
N 3.3609 -1.0509 1.9759 -1.31 0.35 -1.50
N 2.0137 -1.2114 2.2753 -0.29 0.16 0.23
C 1.3035 -0.7054 1.2947 -0.07 -0.15 -0.23
N -0.0717 -0.6305 1.1016 0.44 0.40 0.00
C -0.5047 -0.0724 0.0077 0.30 -0.16 -0.08
C -2.0273 0.1706 -0.2222 0.05 -0.34 1.25
C -2.4881 -0.5199 -1.4998 -0.08 -0.30 0.39
C -2.2805 1.6972 -0.2406 1.29 -0.47 -0.22
C -2.8493 -0.4338 0.9496 0.87 1.05 0.53
C 0.4546 0.3479 -1.0486 0.57 -0.18 1.64
N 1.7514 0.2846 -0.8807 -0.69 -0.04 0.03
N 2.1592 -0.2150 0.3268 -0.07 -0.11 -0.78
H 4.9467 0.8918 0.1380 0.04 -0.08 -0.06
H 4.5180 -0.3764 -1.0239 0.36 0.02 0.05
H 5.5084 -0.7517 0.4179 0.72 -0.63 0.33
H -3.5698 -0.4010 -1.6161 0.12 0.03 0.03
H -2.2808 -1.6046 -1.4006 0.01 0.57 -0.42
H -2.0183 -0.0668 -2.3590 0.22 -0.22 -0.52
H -2.0235 2.1519 0.7247 -0.14 -0.12 -0.23
H -1.6691 2.1704 -1.0163 -0.01 0.08 0.09
H -3.2958 1.8956 -0.4943 -0.91 0.14 -0.02
H -2.6136 0.1425 1.8807 -0.26 -0.70 -0.63
H -2.6260 -1.4787 1.1077 0.21 -0.25 0.10
H -3.9116 -0.3546 0.7518 -0.20 0.20 -0.15
H 0.0634 0.7837 -1.9585 0.38 -0.09 -0.13
```
Forces are in eV/Å.

As for the molecular weight: 191.24 g/mol. Its energy is -624.4861 Eh. The largest force on an atom is 0.0413 Eh/bohr. The spin multiplicity is 1. The value obtained for the relative energy (zero: lowest compared OMol25 entry of this formula, charge and spin) is 20.6 kcal/mol. The HOMO-LUMO gap is 8.7 eV.